Record 1
{
  "formula": "CH4FIP2",
  "method": "the ωB97M-V functional and the def2-TZVPD basis",
  "total_energy_ha": -1120.8023,
  "charge": 0,
  "spin_multiplicity": 1,
  "homo_energy_ev": -8.95,
  "elements": ["H", "P", "P", "H", "I", "C", "F", "H", "H"],
  "xyz": [[0.21169, -1.70017, 0.41126], [1.42909, 0.58089, 0.60728], [0.15139, -0.72954, -0.59867], [-1.57846, 0.98375, -0.58502], [3.54781, -0.51248, 0.11314], [-1.46200, 0.02267, -0.08322], [1.49272, 1.82068, -0.45151], [-2.26946, -0.63191, -0.40803], [-1.52279, 0.16611, 0.99475]],
  "atomic_forces_ev_per_a": [[0.1, -0.3, 0.2], [0.1, 0.6, -0.2], [-0.1, 0.0, -0.4], [0.0, 0.0, 0.0], [0.0, -0.1, 0.0], [0.1, 0.1, 0.1], [0.0, -0.4, 0.3], [0.0, 0.0, 0.0], [-0.1, 0.0, 0.0]],
  "lowdin_charge": [-0.108, 0.168, 0.519, 0.024, 0.285, -0.444, -0.483, 0.021, 0.018]
}

---

Record 2
{
  "formula": "C19H43AlN4O5S",
  "method": "the ωB97M-V functional and the def2-TZVPD basis",
  "total_energy_ha": -1985.6383,
  "charge": -2,
  "spin_multiplicity": 1,
  "homo_energy_ev": 0.75,
  "elements": ["H", "H", "H", "H", "C", "H", "H", "H", "C", "H", "H", "H", "H", "C", "H", "C", "C", "H", "H", "H", "N", "H", "H", "C", "C", "H", "O", "C", "H", "H", "H", "H", "C", "H", "H", "H", "H", "O", "N", "H", "C", "C", "O", "C", "H", "H", "C", "H", "C", "O", "H", "H", "O", "H", "H", "C", "H", "H", "Al", "S", "H", "H", "H", "H", "C", "H", "N", "N", "C", "H", "H", "C", "C"],
  "xyz": [[3.67388, 9.79369, -1.46710], [4.42426, 8.19132, -1.56877], [-1.49409, 3.29107, 1.16791], [-1.17630, 4.85135, -0.49987], [1.29555, 7.65871, -0.97715], [0.52599, 7.15101, 0.93078], [2.03484, 1.77651, 2.16547], [-7.90939, -2.51793, -1.24451], [2.89523, -5.85468, 0.89451], [2.19233, 8.18924, -2.67704], [-4.65062, -5.92056, -0.59020], [1.51877, 8.62052, 0.93764], [-0.54398, 4.39662, -3.66890], [-7.39374, -3.25068, -1.87051], [-1.88563, 3.50501, -1.33342], [-5.02024, -3.97298, -1.33895], [3.57402, 8.74705, -1.16795], [-2.09774, -1.47927, 0.31131], [-5.56796, -2.18542, -2.03816], [-6.00735, -5.85188, -1.72902], [-5.96201, -3.07360, -1.76992], [-7.72008, -3.10819, -2.90427], [4.14078, -4.50977, -0.21797], [-1.27282, -2.11773, 0.64049], [1.42125, 7.61329, 0.52726], [-0.44060, -2.55552, 3.42491], [3.38713, -1.59733, 0.05074], [3.58171, -4.52383, 0.71848], [0.83215, -2.92713, 2.23480], [-1.11697, 1.91017, 0.19746], [0.52952, 3.76748, 1.82713], [-2.87621, -3.59669, 0.71324], [0.12720, 3.75767, -1.85705], [0.98616, -1.50524, 3.23519], [2.86728, -3.70898, 0.68679], [0.37952, 1.54019, 2.66598], [4.26468, -4.34119, 1.54980], [1.68953, -6.00419, 0.98729], [-0.38996, 3.49185, -3.23074], [-0.56175, 0.21727, -1.71078], [-0.97782, 3.82883, -0.81945], [1.01951, 1.66860, 1.78384], [-3.84904, -3.67021, -1.30719], [5.14560, -7.02167, 0.86163], [0.38101, 3.09499, -3.76016], [0.87368, 3.00928, -1.62440], [-0.79275, 2.92371, 0.41257], [-0.70011, -2.37801, -0.24661], [0.26756, -2.13111, 2.71064], [3.47966, -0.78247, 2.15760], [-1.15820, -0.63191, 2.16169], [5.55159, -6.02353, 0.73885], [0.31786, 7.22343, -1.55318], [-1.24809, -4.21442, 1.13635], [-6.20191, -5.24959, -0.06392], [2.87365, -0.95739, 1.04411], [-7.68200, -4.24623, -1.54906], [0.64035, 4.72095, -1.86947], [1.00519, -0.11494, 0.76458], [0.76086, 0.07741, -1.52825], [5.56709, -7.46364, 1.77039], [3.60103, 8.68930, -0.08537], [-2.19067, -3.22188, 2.26825], [5.45317, -7.63484, 0.00803], [-0.44173, -1.27841, 1.63893], [3.19823, -7.83336, 1.06691], [2.33580, 8.19862, -1.68014], [3.70472, -6.97101, 0.94987], [0.58964, 2.96618, 1.07339], [1.39088, 3.26050, 0.39590], [2.28361, 7.01509, 0.82360], [-5.51071, -5.33724, -0.90397], [-1.94197, -3.38225, 1.21911]],
  "atomic_forces_ev_per_a": [[0.1, 0.0, 0.1], [0.1, 0.0, 0.1], [-0.2, -0.1, 0.1], [0.2, 0.2, 0.0], [0.0, -0.2, 0.1], [0.0, 0.0, -0.1], [0.2, 0.0, 0.0], [-0.1, -0.1, 0.0], [0.0, 0.2, 0.0], [0.0, -0.1, 0.0], [0.1, 0.1, 0.0], [0.1, 0.0, 0.0], [-0.2, -0.1, 0.0], [0.3, 0.3, -0.1], [-0.2, 0.0, 0.0], [0.1, 0.1, 0.0], [-0.1, -0.1, -0.4], [0.1, 0.2, -0.3], [0.0, 0.0, 0.0], [-0.1, 0.0, 0.1], [-0.1, -0.2, 0.0], [-0.1, -0.1, 0.0], [0.1, 0.1, 0.0], [-0.5, 0.2, 0.6], [0.0, 0.0, 0.0], [0.0, -0.2, 0.2], [-0.3, 0.3, 0.7], [-0.3, -0.4, 0.1], [0.1, -0.3, 0.0], [0.3, -0.3, -0.2], [0.2, 0.3, -0.1], [0.1, -0.3, -0.2], [0.2, 0.6, -0.5], [0.2, -0.1, 0.3], [0.0, 0.1, -0.1], [-0.1, -0.1, 0.1], [0.1, 0.1, -0.1], [0.0, -0.1, 0.0], [0.3, 0.3, 0.1], [0.0, 0.1, 0.2], [-0.4, -0.7, 0.1], [-0.5, 0.0, -0.5], [-0.2, -0.1, -0.3], [-0.3, -0.3, 0.0], [-0.1, -0.2, 0.0], [-0.2, -0.4, 0.1], [0.0, 0.5, 0.2], [0.1, -0.1, -0.1], [-0.2, 0.6, -0.5], [-0.5, -0.1, -0.5], [0.0, 0.2, 0.1], [0.0, 0.0, 0.0], [-0.1, 0.2, -0.1], [-0.1, -0.3, 0.2], [-0.1, 0.0, 0.0], [0.7, -0.1, -0.4], [0.0, 0.0, 0.0], [0.2, 0.1, 0.1], [0.4, -0.2, 0.9], [0.1, 0.0, -0.4], [0.1, 0.1, 0.0], [0.0, 0.0, 0.0], [0.1, -0.1, 0.2], [0.1, 0.1, 0.0], [0.0, -0.2, -0.4], [0.0, 0.0, 0.0], [0.0, 0.1, 0.1], [0.1, 0.1, 0.0], [0.2, -0.2, 0.7], [-0.1, 0.0, -0.3], [0.0, 0.0, 0.0], [0.0, 0.0, 0.0], [0.3, 0.5, 0.1]],
  "lowdin_charge": [0.075, 0.082, 0.094, 0.085, -0.547, 0.083, 0.034, 0.078, -0.533, 0.134, 0.085, 0.077, 0.041, -0.098, 0.093, -0.543, -0.090, 0.084, 0.140, 0.076, 0.001, 0.075, 0.087, -0.305, -0.006, 0.043, -0.230, -0.009, 0.063, 0.077, 0.079, 0.018, -0.303, 0.051, 0.058, 0.039, 0.091, 0.024, -0.013, -0.267, -0.210, -0.242, 0.064, -0.111, 0.047, 0.059, -0.233, 0.077, -0.160, -0.203, 0.068, 0.069, 0.035, 0.065, 0.079, -0.736, 0.064, 0.076, 0.132, 0.354, 0.070, 0.069, 0.052, 0.070, -0.392, 0.119, 0.001, -0.021, -0.318, 0.083, 0.090, -0.014, -0.126]
}

---

Record 3
{
  "formula": "C3H3BrO2",
  "method": "the ωB97M-V functional and the def2-TZVPD basis",
  "total_energy_ha": -2840.3932,
  "charge": 0,
  "spin_multiplicity": 1,
  "homo_energy_ev": -8.59,
  "elements": ["H", "Br", "O", "C", "H", "H", "C", "O", "C"],
  "xyz": [[0.63422, -1.06504, 1.79331], [2.41795, 0.40818, 0.09660], [0.71928, -1.19752, -1.29772], [0.88790, -0.70299, -0.08172], [0.16273, -1.99320, -1.27086], [-2.46544, 2.86704, -0.27403], [-1.78729, 2.06753, -0.12726], [0.56342, -1.51053, 0.93524], [-1.13276, 1.12652, 0.22644]],
  "atomic_forces_ev_per_a": [[-0.1, 0.2, -0.2], [-0.8, -0.1, -0.1], [0.2, 0.6, 1.4], [-0.9, -0.3, 0.3], [-0.2, 0.1, 0.1], [-0.1, 0.2, -0.2], [-1.0, 1.1, -0.1], [0.2, 0.7, -1.4], [2.7, -2.7, 0.1]],
  "lowdin_charge": [0.131, 0.848, 0.061, -0.838, 0.153, -0.039, -0.183, 0.037, -0.170]
}

---

Record 4
{
  "formula": "C7H8N2O2",
  "method": "the ωB97M-V functional and the def2-TZVPD basis",
  "total_energy_ha": -531.2317,
  "charge": 0,
  "spin_multiplicity": 1,
  "homo_energy_ev": [-8.59, -8.59],
  "elements": ["H", "H", "C", "C", "H", "C", "C", "C", "C", "N", "H", "O", "H", "N", "C", "H", "H", "H", "O"],
  "xyz": [[-0.00802, -0.94579, -2.97351], [1.00214, 1.99875, 1.77928], [0.26818, 0.04677, -2.53231], [0.97717, 0.99892, -0.20182], [-0.37316, 0.75151, -3.01011], [-0.12344, 0.20426, 1.78993], [-1.16510, -0.57483, 0.97861], [0.50610, 1.29666, 1.14510], [-1.03555, -0.66409, -0.44579], [1.55467, -0.31104, -0.27815], [0.80588, -0.57609, 1.68457], [1.60577, -1.16784, 0.68607], [1.34711, 1.82733, -0.70969], [-2.31441, -1.03492, 1.45006], [0.08339, -0.06454, -1.04684], [-0.32176, 0.35467, 2.91760], [1.27032, 0.34647, -2.74426], [-1.55676, -1.37935, -1.13279], [-2.52253, -1.10684, 2.64405]],
  "atomic_forces_ev_per_a": [[0.7, 0.7, 0.1], [0.2, 0.7, 0.0], [-0.7, -1.6, 0.3], [-3.3, 0.2, 2.6], [-0.7, 0.7, -0.1], [-2.4, 1.2, 1.4], [3.1, 1.4, -2.9], [0.1, -2.0, -0.7], [0.5, -0.4, 2.3], [0.0, -2.3, -1.5], [1.2, -0.9, -0.8], [-0.5, 1.3, 0.2], [1.2, 0.8, -1.3], [-2.8, -1.9, 0.5], [2.5, 1.3, 0.6], [0.0, -0.4, -2.0], [0.8, -0.2, -0.3], [-0.4, 1.0, 1.2], [0.5, 0.4, 0.5]],
  "lowdin_charge": [0.105, 0.112, -0.030, -0.186, 0.073, -0.112, -0.237, 0.023, 0.083, -0.034, 0.136, -0.087, 0.127, -0.068, -0.276, 0.158, 0.076, 0.150, -0.012]
}

---

Record 5
{
  "formula": "ClH5Si3",
  "method": "the ωB97M-V functional and the def2-TZVPD basis",
  "total_energy_ha": -1331.5706,
  "charge": 0,
  "spin_multiplicity": 1,
  "homo_energy_ev": -8.75,
  "elements": ["Si", "H", "H", "Si", "Cl", "H", "Si", "H", "H"],
  "xyz": [[0.77431, 2.34510, 0.03232], [1.73222, -0.69870, -1.44999], [1.78411, -0.56262, 0.80696], [-1.24950, -0.99037, 0.21894], [-2.58974, 0.30912, -0.47693], [-1.54353, -0.78761, 1.74529], [0.88517, 0.02037, -0.22066], [2.04410, 2.73737, -0.51791], [-1.83716, -2.37267, -0.13803]],
  "atomic_forces_ev_per_a": [[-1.6, 0.4, 0.9], [-1.3, 1.0, 1.1], [-0.1, 0.3, 0.5], [0.2, -0.9, 1.9], [-1.3, 1.3, -1.1], [0.6, -0.5, -1.1], [1.3, -2.3, -1.7], [1.3, -0.1, -0.7], [0.9, 0.8, 0.1]],
  "lowdin_charge": [0.483, -0.079, -0.145, -0.083, 0.144, -0.080, 0.111, -0.264, -0.087]
}

---

Record 6
{
  "formula": "C5H18N2O4",
  "method": "the ωB97M-V functional and the def2-TZVPD basis",
  "total_energy_ha": -611.7794,
  "charge": 0,
  "spin_multiplicity": 1,
  "homo_energy_ev": -9.72,
  "elements": ["H", "H", "H", "H", "H", "H", "H", "C", "H", "H", "H", "O", "H", "H", "H", "O", "H", "C", "C", "O", "H", "N", "H", "O", "N", "H", "H", "C", "C"],
  "xyz": [[1.50160, 0.59581, -2.74037], [-0.42504, 0.96720, -0.52861], [-1.73785, -0.59127, -3.32558], [3.01321, 0.20956, -1.98378], [-0.18460, -1.45240, -2.04437], [-2.84182, -0.34252, -1.92992], [2.30215, 0.21949, 2.42039], [-0.14474, -0.07489, -0.51131], [-2.48446, 0.15960, 2.56453], [-2.96424, -0.48117, 1.26453], [0.38671, 3.07513, 0.54594], [2.01505, -0.06338, 3.29648], [1.08888, 0.22155, 3.28442], [-0.99164, -2.16901, 2.06194], [-0.79362, -2.36337, 0.35148], [-0.34170, 0.36397, 1.78021], [1.82846, -1.00303, -0.18793], [-0.46196, -0.51856, 0.92064], [1.37898, -0.08420, -0.59731], [-3.26727, -0.23605, 2.14287], [-1.67551, 0.85602, -2.35603], [-0.83610, -0.92428, -1.48091], [1.85919, 0.67467, 0.01938], [1.15150, 3.43502, 1.01852], [-0.65990, -1.80681, 1.18523], [1.85154, -1.04771, -2.46405], [1.28684, 2.67022, 1.60603], [-1.82916, -0.22817, -2.31006], [1.97551, -0.06141, -2.00237]],
  "atomic_forces_ev_per_a": [[-0.1, 0.3, 0.4], [-0.6, 0.3, -0.4], [-0.4, -0.2, -0.2], [0.6, -0.1, 0.1], [0.0, 0.3, -0.1], [-0.1, -0.3, -0.1], [0.2, -0.1, 0.1], [0.1, -1.4, 0.7], [-0.3, -0.1, -0.3], [-0.1, 0.0, 0.0], [0.0, 0.5, -0.2], [-0.1, 0.3, -0.2], [0.0, -0.2, 0.0], [0.1, 0.3, 0.2], [-0.2, -0.2, 0.2], [-0.5, -0.3, 0.2], [-0.6, -0.1, 0.2], [1.1, 1.8, 0.8], [1.5, -0.9, -0.4], [0.2, 0.1, 0.3], [0.3, -0.1, 0.0], [0.2, 0.6, 0.0], [-0.6, 0.4, 0.0], [-0.4, -1.1, 0.1], [-0.3, -0.5, -1.1], [0.4, 0.0, 0.1], [0.3, 0.5, 0.1], [0.3, 0.2, 0.1], [-1.0, -0.1, -0.9]],
  "lowdin_charge": [0.080, 0.135, 0.078, 0.070, 0.094, 0.073, 0.011, -0.283, 0.028, 0.008, 0.024, -0.066, 0.010, 0.129, 0.107, -0.007, 0.124, -0.521, -0.198, -0.061, 0.079, -0.066, 0.102, -0.063, 0.213, 0.070, 0.023, -0.096, -0.095]
}